# C19H21N3O5S

One molecule with the formula C19H21N3O5S (the ωB97M-V functional and the def2-TZVPD basis, the Open Molecules 2025 dataset).

Last columns: bonded neighbours and bond lengths (Å).
Geometry (Å):
1 N -4.959 -0.935 1.920  C2 1.384, H29 0.905, H30 1.105
2 C -5.127 -2.060 1.132  N1 1.384, O3 1.135, C4 1.499
3 O -6.000 -2.738 1.389  C2 1.135
4 C -4.321 -2.317 -0.106  C2 1.499, O5 1.245, H31 1.203, H32 1.108
5 O -3.501 -1.382 -0.077  C4 1.245, C6 1.672
6 C -3.334 -0.656 -1.574  O5 1.672, O7 1.198, C8 1.485
7 O -4.014 -0.977 -2.507  C6 1.198
8 C -2.272 0.376 -1.462  C6 1.485, C9 1.504, C28 1.454
9 C -2.090 1.097 -2.769  C8 1.504, C10 1.489, H33 0.929
10 C -1.158 2.251 -2.640  C9 1.489, C11 1.216, H34 0.967
11 C -0.474 2.347 -1.639  C10 1.216, C12 1.303, H35 1.165
12 C -0.824 1.924 -0.457  C11 1.303, S13 1.945, C28 1.282
13 S 0.262 2.385 1.090  C12 1.945, O14 1.339, O15 1.540, N16 1.502
14 O 0.516 3.698 1.157  S13 1.339
15 O -0.704 1.852 2.164  S13 1.540
16 N 1.428 1.479 1.366  S13 1.502, C17 1.594, C27 1.399
17 C 2.622 1.850 0.377  N16 1.594, C18 1.758, H36 1.013, H37 1.238
18 C 2.631 0.998 -1.162  C17 1.758, N19 1.661, H38 0.894, H39 1.098
19 N 2.719 -0.552 -0.570  C18 1.661, C20 1.450, C26 1.682
20 C 3.847 -1.430 -0.329  N19 1.450, C21 1.608, C25 1.234
21 C 5.113 -0.439 -0.345  C20 1.608, C22 1.430, H40 0.951
22 C 6.168 -1.354 -0.036  C21 1.430, C23 1.384, H41 1.313
23 C 6.257 -2.729 0.086  C22 1.384, C24 1.350, H42 1.031
24 C 5.012 -3.233 -0.059  C23 1.350, C25 1.365, H43 1.322
25 C 3.798 -2.663 -0.309  C20 1.234, C24 1.365, H44 0.997
26 C 1.473 -0.869 0.515  N19 1.682, C27 1.475, H45 1.026, H46 1.305
27 C 1.338 0.106 1.614  N16 1.399, C26 1.475, H47 1.022, H48 1.182
28 C -1.678 0.984 -0.282  C8 1.454, C12 1.282, H49 1.261
29 H -5.422 -0.877 2.694  N1 0.905
30 H -4.216 -0.241 1.485  N1 1.105
31 H -3.832 -3.416 -0.094  C4 1.203
32 H -5.055 -2.445 -0.926  C4 1.108
33 H -2.698 0.784 -3.397  C9 0.929
34 H -0.978 2.541 -3.544  C10 0.967
35 H 0.155 3.306 -1.432  C11 1.165
36 H 2.434 2.834 0.229  C17 1.013
37 H 3.724 1.557 0.860  C17 1.238
38 H 3.439 0.905 -1.532  C18 0.894
39 H 1.616 1.069 -1.573  C18 1.098
40 H 5.171 0.476 -0.595  C21 0.951
41 H 7.231 -0.586 -0.099  C22 1.313
42 H 7.105 -3.310 0.155  C23 1.031
43 H 4.939 -4.545 0.079  C24 1.322
44 H 2.928 -3.140 -0.210  C25 0.997
45 H 1.464 -1.894 0.550  C26 1.026
46 H 0.481 -0.739 -0.323  C26 1.305
47 H 0.617 -0.241 2.250  C27 1.022
48 H 2.171 -0.218 2.388  C27 1.182
49 H -1.696 0.170 0.681  C28 1.261

Output
Energy relative to the best compared isomer or geometry (same formula, charge and spin) in kJ/mol: 1982.02
SMILES: NC(=O)COC(=O)c1cccc(S(=O)(=O)N2CCN(c3ccccc3)CC2)c1
2S+1: 1
E in Ha: -1674.5850
Gap between HOMO and LUMO in eV: 7.1